# 1
DFT (ωB97M-V/def2-TZVPD) results for a cluster of 12 separate species, C20H58F6N9O22S2 in total in a non-equilibrium geometry.

Highest occupied orbital energy = -0.23047 Ha
Total energy = -118104.955 eV
ΔE to the lowest compared entry with this formula, charge and spin = 196.6 kcal per mole
HOMO-LUMO gap = 7.27 eV
Lowest unoccupied orbital energy = 0.0367 hartree
Charge = -1

XYZ file:
```
117
Properties=species:S:1:pos:R:3:lowdin_charge:R:1
C -36.776 -19.028 1.388 -0.653
F -37.447 -18.787 2.543 0.119
F -36.732 -20.274 1.044 0.163
F -37.238 -18.235 0.389 0.103
S -34.940 -18.511 1.709 0.668
O -34.994 -17.006 1.806 -0.359
O -34.609 -19.270 2.849 -0.301
N -34.032 -18.913 0.253 -0.310
S -32.615 -18.512 0.863 0.553
O -32.516 -17.117 1.208 -0.337
O -31.972 -19.428 1.859 -0.361
C -31.534 -18.700 -0.827 -0.780
F -31.630 -19.872 -1.242 0.203
F -31.986 -17.817 -1.710 0.126
F -30.303 -18.449 -0.531 0.169
C -25.197 -16.198 4.678 -0.923
O -26.030 -15.963 3.873 0.086
N -25.260 -17.009 5.647 0.175
N -24.035 -15.767 4.501 0.163
H -24.490 -17.446 6.133 0.120
H -26.211 -17.320 5.783 0.132
H -24.131 -14.908 3.977 0.135
H -23.456 -15.956 5.307 0.112
C -31.878 -19.106 -9.542 -0.798
O -32.890 -19.299 -10.124 0.077
N -30.812 -19.810 -9.866 0.135
N -31.575 -18.429 -8.462 0.147
H -29.933 -19.484 -9.492 0.097
H -30.877 -20.553 -10.548 0.113
H -32.292 -18.516 -7.756 0.119
H -30.654 -18.236 -8.095 0.109
C -25.570 -16.716 -7.840 -0.794
O -25.964 -15.814 -7.101 0.023
N -25.716 -17.932 -7.457 0.150
N -25.388 -16.677 -9.121 0.153
H -25.963 -18.025 -6.482 0.128
H -25.462 -18.685 -8.081 0.112
H -25.461 -15.787 -9.593 0.117
H -25.020 -17.325 -9.803 0.113
C -36.807 -13.151 -3.673 -0.798
O -37.349 -12.237 -3.080 0.024
N -36.238 -13.161 -4.834 0.163
N -36.682 -14.302 -3.052 0.150
H -35.595 -13.910 -5.046 0.115
H -36.491 -12.407 -5.457 0.121
H -36.123 -15.097 -3.325 0.108
H -37.152 -14.362 -2.160 0.118
C -26.870 -24.455 -7.993 -0.248
C -28.046 -24.343 -6.981 -0.203
O -29.264 -24.866 -7.574 -0.091
O -26.808 -23.290 -8.785 -0.073
H -26.949 -25.405 -8.521 0.120
H -25.994 -24.417 -7.346 0.108
H -28.243 -23.298 -6.745 0.113
H -27.994 -24.879 -6.033 0.119
H -29.504 -24.241 -8.262 0.072
H -26.128 -23.386 -9.456 0.083
C -32.046 -10.682 1.522 -0.244
C -31.346 -11.311 0.239 -0.185
O -31.119 -10.436 -0.932 -0.107
O -32.291 -11.597 2.562 -0.059
H -33.027 -10.300 1.239 0.111
H -31.477 -9.824 1.880 0.112
H -32.029 -12.065 -0.152 0.102
H -30.469 -11.925 0.445 0.110
H -30.655 -10.832 -1.672 0.069
H -32.956 -12.217 2.253 0.091
C -21.951 -20.438 1.107 -0.207
C -21.811 -21.296 -0.152 -0.256
O -20.963 -22.427 0.091 -0.059
O -20.650 -19.794 1.375 -0.083
H -22.294 -21.119 1.885 0.116
H -22.707 -19.681 0.897 0.117
H -21.430 -20.659 -0.950 0.110
H -22.779 -21.546 -0.586 0.118
H -20.171 -22.000 0.428 0.072
H -20.893 -18.943 1.746 0.072
C -35.222 -21.879 -5.069 -0.195
C -35.975 -20.570 -4.897 -0.300
O -35.115 -19.589 -4.504 -0.047
O -34.942 -22.291 -3.691 -0.082
H -34.272 -21.830 -5.603 0.115
H -35.873 -22.547 -5.633 0.112
H -36.771 -20.616 -4.154 0.131
H -36.364 -20.343 -5.889 0.119
H -34.961 -19.611 -3.557 0.090
H -34.718 -21.479 -3.231 0.055
C -30.069 -25.762 2.335 -0.271
C -30.807 -25.167 1.178 -0.259
O -31.623 -26.111 0.492 -0.057
O -29.116 -26.777 2.104 -0.059
H -30.806 -26.160 3.032 0.121
H -29.532 -24.925 2.782 0.121
H -30.072 -24.622 0.586 0.119
H -31.451 -24.418 1.640 0.122
H -32.129 -25.647 -0.180 0.083
H -29.459 -27.626 2.393 0.081
C -34.830 -24.520 7.798 -0.228
C -34.379 -25.036 9.222 -0.232
O -35.500 -25.748 9.751 -0.082
O -33.629 -24.145 7.125 -0.078
H -35.444 -23.649 8.025 0.121
H -35.287 -25.356 7.269 0.111
H -34.050 -24.144 9.755 0.117
H -33.529 -25.712 9.132 0.111
H -35.560 -26.501 9.159 0.074
H -33.788 -23.333 6.637 0.085
C -44.472 -22.601 3.083 -0.264
C -45.883 -22.289 3.570 -0.289
O -46.778 -21.968 2.565 -0.043
O -44.546 -23.697 2.213 -0.055
H -43.771 -22.700 3.911 0.119
H -44.151 -21.742 2.493 0.122
H -45.776 -21.385 4.169 0.114
H -46.152 -23.101 4.245 0.116
H -46.383 -21.917 1.692 0.092
H -44.955 -24.407 2.712 0.088
```

# 2
DFT (ωB97M-V/def2-TZVPD) results for a cluster of 9 separate species, C20H59ClIO9P2S8 in total in a non-equilibrium geometry.

Highest occupied orbital energy = -0.37546 Ha
Total energy = -165995.882 eV
HOMO-LUMO gap = 6.60 eV
Lowest unoccupied orbital energy = -0.1329 hartree
Charge = +1

XYZ file:
```
100
Properties=species:S:1:pos:R:3:lowdin_charge:R:1
C 2.814 -0.767 0.583 -0.083
C 1.446 -0.924 -0.091 -0.286
C 0.539 0.323 0.005 -0.637
C 0.592 1.013 1.380 -0.119
P 0.745 1.477 -1.362 0.419
I 0.682 0.375 -3.493 0.681
P 2.562 2.773 -1.449 0.362
O 2.921 3.009 0.111 -0.399
Cl 4.062 1.568 -2.188 0.202
H 3.484 -0.177 -0.044 0.030
H 3.259 -1.765 0.623 0.086
H 2.765 -0.415 1.610 0.073
H 1.560 -1.271 -1.117 0.057
H 0.892 -1.693 0.447 0.095
H -0.543 -0.109 -0.112 0.007
H -0.322 1.586 1.529 0.055
H 1.484 1.615 1.539 0.060
H 0.603 0.225 2.137 0.099
H -0.347 2.361 -1.349 -0.002
H 3.711 3.584 0.122 0.041
C -3.921 0.021 -0.014 -0.237
S -2.300 0.043 0.733 0.865
O -1.627 -1.241 0.313 -0.530
C -2.835 -0.194 2.425 -0.259
H -3.804 0.117 -1.089 0.016
H -4.417 -0.921 0.221 0.070
H -4.502 0.861 0.361 0.068
H -3.406 -1.116 2.509 0.060
H -3.446 0.653 2.733 0.062
H -1.952 -0.253 3.059 0.054
C -4.036 -0.209 7.357 -0.268
S -3.092 -0.734 5.921 0.831
O -3.912 -0.403 4.716 -0.576
C -3.249 -2.494 6.204 -0.261
H -4.092 0.878 7.349 0.049
H -5.040 -0.629 7.307 0.060
H -3.528 -0.541 8.262 0.054
H -4.303 -2.773 6.243 0.066
H -2.753 -2.749 7.142 0.062
H -2.768 -3.012 5.370 0.000
C 3.752 5.978 2.942 -0.262
S 3.743 6.523 1.231 0.790
O 5.011 6.033 0.610 -0.568
C 3.957 8.269 1.573 -0.257
H 3.673 4.892 2.953 0.044
H 4.683 6.285 3.419 0.065
H 2.897 6.410 3.462 0.057
H 4.880 8.426 2.133 0.040
H 3.098 8.632 2.136 0.059
H 4.018 8.794 0.622 0.059
C -0.760 -3.017 -3.091 -0.283
S -0.716 -3.851 -1.502 0.794
O 0.638 -3.631 -0.922 -0.531
C -0.749 -5.511 -2.170 -0.267
H -0.726 -1.947 -2.876 -0.065
H 0.098 -3.320 -3.694 0.062
H -1.689 -3.253 -3.611 0.062
H 0.103 -5.661 -2.833 0.058
H -1.679 -5.667 -2.713 0.019
H -0.690 -6.211 -1.337 0.055
C -2.291 -4.591 1.412 -0.288
S -3.137 -4.752 2.983 0.822
O -2.168 -4.378 4.054 -0.558
C -3.244 -6.544 2.990 -0.263
H -2.110 -3.528 1.253 0.016
H -1.339 -5.124 1.433 0.066
H -2.926 -4.972 0.612 0.056
H -2.243 -6.971 2.928 0.061
H -3.852 -6.873 2.147 0.055
H -3.717 -6.851 3.921 0.052
C -2.717 -7.275 -7.001 -0.267
S -1.948 -7.628 -5.418 0.834
O -2.172 -6.437 -4.547 -0.573
C -0.253 -7.540 -6.002 -0.266
H -3.794 -7.242 -6.852 0.052
H -2.367 -6.313 -7.374 0.059
H -2.471 -8.069 -7.706 0.057
H -0.065 -6.560 -6.440 0.059
H -0.083 -8.325 -6.739 0.057
H 0.406 -7.694 -5.150 0.049
C -3.534 3.099 -4.383 -0.267
S -4.971 2.235 -3.738 0.840
O -4.548 1.562 -2.475 -0.569
C -5.028 0.974 -5.014 -0.263
H -3.298 3.914 -3.702 0.050
H -2.689 2.412 -4.444 0.044
H -3.767 3.503 -5.368 0.058
H -4.084 0.427 -5.032 0.056
H -5.215 1.444 -5.979 0.058
H -5.842 0.293 -4.777 0.054
C 9.813 8.865 1.763 -0.272
S 8.247 8.972 0.890 0.811
O 7.194 9.256 1.907 -0.563
C 8.121 7.229 0.488 -0.274
H 10.057 9.856 2.141 0.050
H 9.722 8.167 2.596 0.058
H 10.589 8.536 1.073 0.054
H 8.135 6.640 1.404 0.061
H 8.946 6.938 -0.163 0.055
H 7.175 7.076 -0.027 0.025
```

# 3
DFT (ωB97M-V/def2-TZVPD) results for a structure of composition C20H59NO17 in a non-equilibrium geometry.

Highest occupied orbital energy = -0.31548 Ha
Total energy = -57985.355 eV
ΔE to the lowest compared entry with this formula, charge and spin = 115.7 kcal per mole
HOMO-LUMO gap = 8.74 eV
Lowest unoccupied orbital energy = 0.0057 hartree

XYZ file:
```
97
Properties=species:S:1:pos:R:3:lowdin_charge:R:1
C -1.474 -2.519 -0.436 -0.080
O -0.187 -1.967 -0.255 -0.242
C 0.784 -2.485 -1.172 -0.176
C 1.059 -3.961 -0.969 -0.181
N 1.884 -4.136 0.237 -0.056
C 1.995 -5.542 0.660 -0.160
C 0.683 -6.176 1.060 -0.245
O 0.134 -5.475 2.150 -0.194
C -0.999 -6.104 2.692 -0.111
H -1.569 -3.477 0.081 0.087
H -1.764 -2.635 -1.487 0.103
H -2.213 -1.808 -0.061 0.087
H 1.681 -1.893 -0.977 0.104
H 0.466 -2.231 -2.188 0.140
H 1.708 -4.272 -1.795 0.127
H 0.153 -4.559 -1.036 0.107
H 1.570 -3.522 0.982 0.092
H 2.657 -5.512 1.526 0.130
H 2.472 -6.151 -0.109 0.128
H 0.987 -7.162 1.455 0.125
H -0.030 -6.422 0.270 0.119
H -1.735 -6.232 1.879 0.087
H -1.459 -5.584 3.522 0.089
H -0.804 -7.160 2.926 0.087
C 1.173 3.779 -2.914 -0.248
C 1.548 4.678 -1.746 -0.270
O 2.450 5.689 -2.140 -0.057
O 2.094 2.730 -3.118 -0.088
H 1.061 4.396 -3.806 0.121
H 0.193 3.319 -2.742 0.096
H 1.901 4.087 -0.884 0.110
H 0.639 5.129 -1.300 0.110
H 2.748 6.154 -1.354 0.078
H 2.110 2.156 -2.319 0.039
C -2.634 1.000 -3.613 -0.256
C -2.588 1.041 -5.130 -0.238
O -3.285 -0.094 -5.628 -0.071
O -2.062 2.178 -3.083 -0.069
H -2.089 0.131 -3.221 0.113
H -3.675 0.872 -3.302 0.109
H -1.591 1.104 -5.565 0.124
H -3.119 1.952 -5.423 0.119
H -2.758 -0.561 -6.276 0.075
H -2.244 2.183 -2.136 0.034
C 4.587 -0.798 -1.707 -0.124
C 4.269 -2.273 -1.945 -0.235
O 4.235 -2.967 -0.708 -0.084
O 3.588 -0.206 -0.914 0.125
H 4.725 -0.425 -2.728 0.144
H 5.570 -0.747 -1.238 0.133
H 5.051 -2.724 -2.565 0.122
H 3.304 -2.366 -2.456 0.114
H 3.328 -3.244 -0.432 0.033
H 3.793 -0.344 0.014 0.176
C -1.444 4.963 1.854 -0.205
C -2.216 4.286 2.974 -0.228
O -2.123 5.080 4.172 -0.070
O -0.025 4.905 2.050 -0.090
H -1.730 6.017 1.877 0.127
H -1.642 4.494 0.892 0.104
H -1.828 3.300 3.238 0.116
H -3.281 4.226 2.746 0.113
H -1.505 4.663 4.776 0.079
H 0.174 5.501 2.783 0.097
C 0.333 -0.662 3.636 -0.243
C 0.743 -1.905 2.872 -0.229
O 2.045 -2.378 3.266 -0.076
O -0.070 -1.033 4.949 -0.057
H -0.426 -0.165 3.018 0.116
H 1.210 -0.014 3.711 0.113
H 0.831 -1.669 1.815 0.077
H 0.107 -2.787 2.989 0.120
H 1.985 -2.807 4.123 0.084
H -0.196 -0.211 5.434 0.084
C 0.127 1.572 0.116 -0.199
C 1.523 1.002 0.272 -0.195
O 2.191 1.024 -0.992 -0.089
O -0.779 0.688 -0.569 -0.078
H 0.082 2.561 -0.340 0.108
H -0.328 1.723 1.104 0.095
H 1.469 -0.040 0.598 0.100
H 2.042 1.579 1.042 0.115
H 3.013 0.523 -0.845 -0.325
H -0.448 -0.197 -0.337 0.037
C -3.908 2.325 0.364 -0.232
C -4.178 0.958 -0.242 -0.237
O -5.216 1.040 -1.211 -0.057
O -3.378 3.237 -0.600 -0.062
H -3.138 2.195 1.135 0.103
H -4.803 2.747 0.829 0.125
H -4.368 0.244 0.560 0.125
H -3.255 0.732 -0.787 0.088
H -5.698 0.211 -1.248 0.086
H -3.806 4.081 -0.442 0.092
O 1.102 2.667 3.304 -0.076
H 0.752 3.349 2.691 0.002
H 1.744 3.135 3.849 0.040
```

# 4
DFT (ωB97M-V/def2-TZVPD) results for a structure of composition C20H60BN4O10Zr in a non-equilibrium geometry.

Highest occupied orbital energy = -0.22928 Ha
Total energy = -50107.215 eV
HOMO-LUMO gap = 8.67 eV
Lowest unoccupied orbital energy = 0.0894 hartree
Charge = -1

XYZ file:
```
96
Properties=species:S:1:pos:R:3:lowdin_charge:R:1
Zr -3.507 1.382 0.458 1.850
B -1.443 0.435 0.549 -0.475
H -1.416 1.547 0.163 0.014
H -1.972 0.413 1.596 -0.010
H -2.170 -0.147 -0.150 -0.015
H -0.367 -0.105 0.557 0.037
O -4.541 -0.194 1.365 -0.422
C -4.744 0.016 2.765 -0.317
C -4.109 1.274 3.383 -0.339
O -3.565 2.173 2.455 -0.404
H -4.457 -0.933 3.254 0.098
H -5.839 -0.084 2.891 0.095
H -3.298 0.924 4.050 0.094
H -4.821 1.761 4.066 0.105
O -3.590 0.982 -1.650 -0.427
C -3.435 2.129 -2.459 -0.325
C -2.792 3.313 -1.739 -0.350
O -2.960 3.317 -0.339 -0.405
H -4.434 2.431 -2.808 0.100
H -2.830 1.860 -3.336 0.095
H -3.214 4.248 -2.138 0.101
H -1.704 3.335 -1.932 0.094
C 0.547 -1.011 -6.203 -0.073
C 0.513 0.405 -5.637 -0.421
C -0.089 0.396 -4.262 -0.238
O 0.736 -0.347 -3.392 -0.181
C 0.272 -0.208 -2.078 -0.129
N 1.896 0.983 -5.626 0.041
H -0.448 -1.469 -6.114 0.079
H 1.246 -1.667 -5.688 0.074
H 0.731 -1.031 -7.280 0.070
H -0.137 1.011 -6.275 0.133
H -1.107 -0.028 -4.251 0.131
H -0.171 1.430 -3.883 0.119
H 1.069 -0.432 -1.371 0.085
H -0.672 -0.750 -1.967 0.090
H 0.047 0.843 -1.818 0.077
H 1.899 1.796 -4.989 0.025
H 2.415 0.331 -5.032 0.052
C 3.762 1.937 -2.198 -0.056
C 2.952 3.141 -2.570 -0.447
C 3.305 4.362 -1.741 -0.239
O 3.138 4.222 -0.362 -0.187
C 1.789 4.085 0.069 -0.081
N 3.111 3.382 -4.026 0.035
H 3.620 1.655 -1.152 0.082
H 4.836 2.140 -2.291 0.085
H 3.485 1.078 -2.809 0.071
H 1.889 2.907 -2.436 0.126
H 2.739 5.248 -2.081 0.124
H 4.366 4.608 -1.869 0.128
H 1.365 3.109 -0.193 0.078
H 1.145 4.858 -0.370 0.094
H 1.771 4.186 1.151 0.092
H 4.106 3.493 -4.208 0.077
H 2.687 4.270 -4.282 0.077
C 2.009 -0.399 4.717 -0.055
C 0.906 -0.530 3.692 -0.422
C -0.467 -0.623 4.319 -0.216
O -0.646 -1.770 5.107 -0.162
C -1.165 -2.884 4.425 -0.105
N 0.891 0.683 2.839 0.038
H 2.267 -1.357 5.169 0.073
H 1.688 0.326 5.468 0.085
H 2.929 -0.027 4.260 0.072
H 1.069 -1.416 3.056 0.128
H -1.196 -0.609 3.495 0.110
H -0.658 0.281 4.906 0.132
H -1.169 -2.769 3.336 0.075
H -2.205 -3.074 4.721 0.087
H -0.560 -3.766 4.651 0.080
H 0.094 0.588 2.202 0.002
H 1.660 0.664 2.173 0.086
C 2.232 -4.318 3.019 -0.061
C 1.695 -5.313 2.006 -0.449
C 1.047 -4.599 0.836 -0.229
O -0.084 -3.892 1.280 -0.182
C -0.558 -2.995 0.321 -0.117
N 2.782 -6.186 1.576 0.032
H 2.784 -4.816 3.812 0.080
H 1.426 -3.726 3.455 0.048
H 2.847 -3.562 2.511 0.086
H 0.912 -5.904 2.494 0.142
H 0.760 -5.332 0.061 0.128
H 1.764 -3.901 0.367 0.129
H -1.017 -3.486 -0.561 0.101
H 0.204 -2.351 -0.136 0.069
H -1.365 -2.369 0.698 0.079
H 3.588 -5.627 1.319 0.068
H 2.499 -6.723 0.763 0.064
O -0.857 2.970 3.644 -0.088
H -1.749 2.624 3.475 -0.005
H -0.252 2.240 3.432 -0.025
O -3.717 -1.928 -2.482 -0.079
H -4.540 -2.089 -2.013 0.027
H -3.453 -1.047 -2.177 -0.014
```